(1)
{"formula": "C30H78BN2O22", "method": "ωB97M-V/def2-TZVPD", "e_homo_ev": -6.7, "orbital_gap_ev": 7.6, "total_charge": -1, "multiplicity": 1, "symbols": ["O", "C", "O", "B", "O", "C", "O", "O", "C", "O", "C", "O", "O", "C", "O", "H", "H", "H", "H", "C", "O", "H", "H", "H", "H", "C", "O", "H", "H", "H", "H", "C", "O", "H", "H", "H", "H", "C", "O", "H", "H", "H", "H", "C", "O", "H", "H", "H", "H", "C", "O", "H", "H", "H", "H", "C", "O", "H", "H", "H", "H", "C", "C", "C", "C", "C", "C", "N", "O", "C", "C", "C", "H", "H", "H", "H", "H", "H", "H", "H", "H", "H", "H", "H", "H", "H", "H", "H", "H", "H", "H", "C", "C", "C", "C", "C", "C", "N", "O", "C", "C", "C", "H", "H", "H", "H", "H", "H", "H", "H", "H", "H", "H", "H", "H", "H", "H", "H", "H", "H", "H", "O", "H", "H", "O", "H", "H", "O", "H", "H", "O", "H", "H"], "positions_angstrom": [[-0.4851, 0.3403, 3.7898], [-0.0023, 0.3262, 2.6570], [-0.6319, -0.0928, 1.5390], [0.3741, -0.0125, 0.4499], [1.5487, 0.7064, 0.9828], [1.4504, 0.7767, 2.2922], [2.2691, 1.2614, 3.0677], [-0.2163, 0.5659, -0.7316], [-0.3527, -0.2975, -1.6473], [-0.8951, -0.2182, -2.7561], [0.3629, -1.5970, -1.1620], [0.7177, -1.4020, 0.0661], [0.3003, -2.6643, -1.7389], [-0.6352, -2.9942, 1.5623], [0.0728, -4.2117, 1.8507], [-0.7441, -2.7137, 0.5147], [-1.6650, -3.1896, 1.8614], [-0.1341, -2.1780, 2.0828], [0.1965, -4.3774, 2.7882], [-1.8499, 1.9818, -4.4965], [-1.0731, 0.7537, -4.6676], [-2.7359, 1.7437, -3.9080], [-1.2619, 2.7891, -4.0599], [-2.1379, 2.3236, -5.4907], [-0.3607, 0.7002, -4.0263], [0.9872, -1.8508, 4.6252], [0.6675, -3.0309, 3.8875], [2.0656, -1.6918, 4.6226], [0.5812, -1.0149, 4.0556], [0.5438, -1.8198, 5.6205], [0.1895, -3.7350, 4.3317], [1.2225, 0.9988, 4.8944], [2.0111, 1.0858, 6.0343], [1.7286, 0.1520, 4.4306], [0.2603, 0.5197, 5.0753], [1.2688, 1.8737, 4.2461], [1.7311, 1.8388, 6.5599], [3.7463, 2.5638, 3.3953], [3.0836, 2.7891, 2.1361], [4.2195, 3.5216, 3.6119], [2.9986, 2.3673, 4.1637], [4.3845, 1.6802, 3.4046], [2.6132, 1.9716, 1.9573], [-1.5474, -3.0303, -3.0080], [-1.3990, -3.9589, -4.0706], [-1.0334, -3.4817, -2.1594], [-1.2939, -1.9733, -3.0884], [-2.6114, -2.9420, -2.7882], [-2.1704, -3.8300, -4.6271], [2.7647, -2.0478, 1.7057], [3.7328, -1.9018, 2.7135], [2.0452, -2.8400, 1.9128], [2.2735, -1.0762, 1.7574], [3.1834, -2.1460, 0.7042], [4.5241, -1.4334, 2.4377], [0.7909, 3.7319, 2.2230], [1.0110, 5.0326, 2.9764], [1.3086, 2.8645, 2.6327], [-0.2824, 3.5509, 2.2814], [1.0856, 3.9210, 1.1908], [1.9440, 5.2509, 2.9173], [-4.2636, -1.9069, 2.0850], [-3.6402, -1.0485, 0.9421], [-2.5154, -1.8239, 0.2708], [-2.8981, -2.8135, -0.7488], [-3.8036, -2.1910, -1.8117], [-5.1122, -1.5600, -1.0833], [-4.6101, -0.5623, -0.0760], [-5.6669, 0.1416, 0.4818], [-5.8585, -0.8905, -2.3198], [-6.1628, -2.5953, -0.7042], [-2.9359, 0.1438, 1.5926], [-4.3040, -2.9860, 1.9365], [-5.3135, -1.6269, 2.1719], [-3.7356, -1.6307, 2.9977], [-1.7125, -1.1896, -0.1049], [-2.1161, -2.4001, 1.1054], [-3.4341, -3.6725, -0.3451], [-1.9895, -3.2511, -1.1624], [-4.2274, -2.9290, -2.4927], [-3.3060, -1.4295, -2.4123], [-6.6086, -0.1547, -2.0301], [-5.1953, -0.2262, -2.8739], [-6.2822, -1.5564, -3.0716], [-6.4851, -3.1946, -1.5557], [-5.7909, -3.2740, 0.0633], [-6.9697, -2.0159, -0.2555], [-2.5743, 0.8516, 0.8467], [-2.0714, -0.0735, 2.2198], [-3.5780, 0.6918, 2.2823], [-5.5148, 1.0845, 0.3844], [4.9562, 1.3761, -3.4046], [4.4186, 2.6807, -2.7758], [3.5931, 3.3811, -3.8563], [2.1765, 2.7984, -3.9894], [1.5693, 2.8903, -2.5607], [2.3157, 2.1247, -1.4199], [3.6734, 2.6783, -1.4698], [4.5614, 2.0950, -0.4856], [1.5775, 2.5745, -0.1586], [2.3377, 0.5609, -1.4970], [5.6856, 3.6349, -2.6784], [5.4128, 0.7555, -2.6336], [5.7708, 1.4454, -4.1256], [4.2174, 0.7455, -3.8993], [3.6206, 4.4675, -3.7725], [4.1281, 3.1891, -4.7864], [2.3398, 1.8079, -4.4140], [1.5511, 3.3763, -4.6699], [0.5774, 2.4656, -2.7153], [1.3923, 3.9354, -2.3068], [0.5376, 2.2510, -0.1143], [1.9506, 2.1819, 0.7874], [1.5296, 3.6186, 0.1506], [2.3617, 0.0490, -2.4591], [2.9772, 0.1614, -0.7099], [1.4375, 0.2035, -0.9970], [5.6928, 4.3348, -1.8428], [6.0189, 3.9007, -3.6815], [6.4758, 3.0266, -2.2384], [4.7844, 2.8262, 0.0952], [-2.3639, 0.0310, 4.7884], [-1.8511, 0.7923, 4.5170], [-2.0484, -0.6814, 4.2325], [0.7402, -2.9526, -4.0624], [0.7606, -2.2078, -3.4615], [-0.1857, -3.0597, -4.2805], [-2.8908, 1.1827, -1.1385], [-3.5749, 0.7238, -0.6511], [-2.2680, 0.4974, -1.3808], [0.9015, -4.1853, -0.1943], [0.4299, -4.5543, 0.5525], [0.6452, -3.2632, -0.2081]]}



(2)
{"formula": "C4H6O5Y", "method": "ωB97M-V/def2-TZVPD", "e_homo_ev": [-15.4, -15.4], "orbital_gap_ev": [3.8, 3.8], "s2": 0.7544, "total_charge": 2, "multiplicity": 2, "symbols": ["H", "O", "O", "C", "C", "H", "H", "O", "C", "O", "Y", "O", "C", "H", "H", "H"], "positions_angstrom": [[0.9665, -0.9857, 1.9015], [0.4994, 0.1797, 0.2405], [2.6391, 1.4919, 1.2756], [0.7382, 0.0568, 1.6179], [1.9004, 0.9112, 2.0313], [-0.1345, 0.3667, 2.2190], [2.0280, 0.9721, 3.1345], [-0.1259, -2.0403, -0.1313], [-0.3833, -0.7374, -0.2804], [-0.3649, -0.5391, -1.7034], [-0.1766, -2.7592, -2.2525], [-1.6549, -0.5353, 0.1270], [-1.3568, 0.6678, -1.9360], [-1.5217, 1.4290, -1.1634], [-0.7927, 1.2505, -2.6748], [-2.2604, 0.2712, -2.4055]]}



(3)
{"formula": "C7H13NO2PTi", "method": "ωB97M-V/def2-TZVPD", "e_homo_ev": [-10.1, -10.1], "orbital_gap_ev": [6.3, 6.3], "total_charge": 1, "multiplicity": 1, "symbols": ["C", "C", "C", "C", "C", "Ti", "P", "H", "H", "H", "H", "H", "H", "H", "H", "N", "C", "C", "O", "O", "H", "H", "H", "H", "H"], "positions_angstrom": [[0.5620, 0.9866, -2.3308], [0.1840, 0.4076, -3.5265], [-0.2071, -0.9363, -3.7321], [-0.3096, -1.8471, -2.6679], [0.0247, -1.5569, -1.3471], [-0.5319, 0.2143, -0.8450], [0.0317, 2.7290, -0.0360], [1.0784, 1.9550, -2.3317], [0.2117, 0.9912, -4.4588], [-0.3827, -1.3009, -4.7566], [0.1343, -2.3662, -0.6235], [-0.6163, -2.8618, -2.9593], [-0.9201, 3.4719, 0.7227], [0.2510, 3.7185, -1.0365], [1.1879, 3.0469, 0.7476], [0.6346, -0.1604, 3.5763], [-0.6474, -0.8263, 3.2107], [-0.5024, -1.2555, 1.7672], [-0.7494, -2.4002, 1.4225], [-0.0368, -0.2667, 1.0226], [1.4605, -0.7211, 3.3144], [0.6916, 0.0015, 4.5898], [0.7352, 0.7559, 3.1137], [-0.8194, -1.6676, 3.8749], [-1.4644, -0.1115, 3.2895]]}